(1)
This record from the OMol25 dataset describes a molecular structure, C16H24CaCl3O20 in a non-equilibrium geometry. The level of theory is ωB97M-V/def2-TZVPD.

```
! RIJCOSX wB97M-V def2-TZVPD def2/J DEFGRID3
* xyz -1 1
Ca -0.92747 -0.94057 0.02738
Cl -3.90840 -5.30815 1.09238
Cl 1.99233 -3.49726 -3.29685
Cl -2.96356 2.46282 3.30937
O 2.46451 -4.82251 -3.19425
O 2.40754 -3.08233 4.37336
O 0.56251 1.49939 -2.87233
O 1.03317 -3.29219 -2.25986
O -3.29112 3.72393 2.66156
O 2.97292 -2.51192 -3.19388
O -5.04373 -5.80880 0.38855
O 2.23810 1.04985 1.47287
O -4.23499 0.41777 -1.85806
O 4.16051 1.85455 0.72852
O -1.76875 2.53260 4.18695
O -5.07467 2.56250 -2.17666
O -4.11046 1.91763 3.92899
O -3.21994 -4.22339 0.42109
O -3.16514 -6.53349 1.33549
O -4.33496 -4.73172 2.35725
O -2.60430 1.52309 2.25180
O 2.12878 3.16027 -3.14486
O 0.82856 -2.97481 2.84092
O 1.43697 -3.31802 -4.58058
C 4.85810 3.10092 2.56701
C 3.16490 -3.97206 5.18261
C 1.42697 -3.68680 3.68090
C -6.57521 0.81240 -2.62546
C -6.22662 3.16308 -2.68376
C 2.62624 -5.39875 4.84924
C 5.29843 2.52055 1.26546
C 1.24053 2.22081 -3.60441
C -5.16569 1.18407 -2.18267
C -7.31649 2.07718 -2.34427
C 2.67336 3.93009 -4.13674
C 1.90487 3.57802 -5.34664
C 1.37199 2.16712 -5.11443
C 1.44384 -5.13270 3.91472
C 3.28787 1.57332 1.68478
C 3.70459 2.17025 3.08116
H 4.20119 -3.75326 4.92508
H 3.08911 -3.57773 6.19595
H 4.43319 4.09400 2.42093
H 2.62916 5.00812 -3.98180
H 3.68548 3.52560 -4.14678
H 5.74750 3.25676 3.17758
H 5.74204 3.26891 0.60874
H 2.12959 1.46372 -5.45994
H -6.39822 4.09890 -2.15188
H 6.12968 1.82840 1.39986
H 2.93246 2.65953 3.67489
H 2.27241 -5.81822 5.79103
H 3.48424 -5.98131 4.51374
H -6.33032 3.39314 -3.74414
H -8.20032 2.22342 -2.96520
H 0.43449 1.96495 -5.63243
H -6.90896 -0.05865 -2.06155
H -6.63578 0.62481 -3.69749
H 1.66904 -5.65409 2.98439
H 0.96395 4.12696 -5.30861
H 4.09046 1.29794 3.60868
H -7.49550 1.91158 -1.28190
H 0.56770 -5.54239 4.41734
H 2.47135 3.67212 -6.27311
*
```

The electronic energy is -4186.23695 Ha. For the highest occupied orbital energy, the calculation gives -0.2253 Ha. As for the frontier orbital gap: 0.190 Eh.

---

(2)
This record from the OMol25 dataset describes 13 unconnected molecules or ions with the total composition C3H33NO12 in a non-equilibrium geometry. The level of theory is ωB97M-V/def2-TZVPD.

```
! RIJCOSX wB97M-V def2-TZVPD def2/J DEFGRID3
* xyz -1 2
O 3.04136 -2.12315 2.63912
O -1.72648 -0.48209 -2.10322
O 2.30401 1.85341 -1.10584
O -2.88396 -2.87716 1.34783
O -0.92899 -4.26350 0.18685
O -4.02056 -0.59991 0.23398
O -0.52472 -2.83304 -2.14353
O 1.52828 4.11296 0.52661
O 0.23566 1.79795 -2.97849
O -0.54770 3.22493 -0.93934
O -2.76238 1.57409 -0.69981
O 1.08420 -0.86456 -3.06335
N 1.77672 -0.75352 0.20907
C 1.60458 0.88039 2.09722
C 0.86340 -0.01913 1.13534
C 0.63682 1.85554 2.83308
H -2.25588 -1.23346 -2.40478
H 3.38376 -2.17567 3.54837
H -3.51536 -3.51881 1.02488
H -1.08054 -3.99845 1.10694
H 2.29684 2.56024 -0.43037
H 1.78336 -0.35414 -2.61973
H 1.68144 -1.76146 0.29119
H 1.79547 4.56141 -0.29018
H 0.16822 1.39451 3.70947
H -0.31002 2.60767 -1.70333
H 2.16984 0.31354 2.83851
H 1.18755 2.75157 3.06281
H 0.82892 -1.51040 -2.38630
H -4.92052 -0.33701 0.01012
H 0.19817 0.57815 0.50515
H -1.27057 3.78551 -1.25873
H -3.03666 -2.11663 0.75312
H 0.09586 -3.42972 -2.58206
H 2.74502 -0.54834 0.42383
H -0.79540 -3.34900 -1.34614
H -1.02296 -0.93856 -1.63620
H -1.85133 1.92095 -0.65316
H 1.85712 1.06712 -0.74717
H 1.15311 1.90128 -2.65463
H -3.55428 0.20090 0.48902
H 0.04944 0.83832 -3.00231
H -2.62898 0.63261 -0.91714
H 0.32467 -0.77424 1.70298
H 2.10819 -2.34250 2.68372
H 0.64881 3.76224 0.24883
H -0.27001 1.99365 2.23623
H 2.35106 1.56779 1.69686
H 0.00542 -4.53224 0.12465
*
```

The electronic energy is -1091.72898 Ha. As for the expectation value of S²: 0.75. For the highest occupied orbital energy (alpha / beta), the calculation gives 0.0014 / -0.2476 Ha. As for the frontier orbital gap (alpha / beta): 0.097 / 0.345 Eh.